17
Properties=species:S:1:pos:R:3:forces:R:3:nbo_charge:R:1 method="wB97M-V/def2-TZVPD" gap_ev=9.2 charge=0 smiles="C=NC.O.O.O" mol_weight_da=97.1 energy_ha=-363.1735 lumo_ha=0.0020
C -1.650829 -0.012034 -1.527251 3.5148 -0.4372 0.1436 -0.065
N -2.590830 0.165159 -0.723510 -0.7127 0.0847 -1.1798 -0.383
C -3.402813 1.375959 -0.918623 -2.6506 -2.3140 -0.6233 -0.465
H -1.040400 -0.986399 -1.594158 -1.3633 1.2736 0.3441 0.187
H -1.062278 0.832666 -1.994480 -1.1331 -0.3991 -0.3761 0.116
H -2.966435 2.342393 -1.114805 0.5799 0.3173 0.4478 0.191
H -4.139353 1.265227 -0.069449 0.6941 1.2106 -0.9467 0.214
H -4.017692 1.122707 -1.891179 0.8994 0.6297 1.8723 0.201
O -1.232220 -2.015038 0.452935 3.4927 1.2480 1.2494 -0.933
H -0.334107 -1.466299 0.470137 -2.8494 -1.6529 -0.5683 0.471
H -1.064941 -2.504341 1.279546 -0.5308 -0.1106 -0.4229 0.461
O 5.666413 1.717574 2.402319 1.2937 0.4791 0.1127 -0.950
H 5.270804 1.017402 2.907570 -0.6744 -0.2499 -0.0659 0.476
H 5.086229 2.092804 1.748427 -0.6174 -0.2264 -0.0421 0.474
O 1.649426 -1.167785 -0.256594 1.9223 -2.7081 -2.7464 -0.926
H 1.639552 -0.336526 0.083471 -0.6724 3.9630 2.2191 0.455
H 2.417328 -0.997305 -0.874553 -1.1927 -1.1079 0.5826 0.476



17
Properties=species:S:1:pos:R:3:forces:R:3:nbo_charge:R:1 method="wB97M-V/def2-TZVPD" gap_ev=10.2 charge=0 smiles=NCCO.O.O mol_weight_da=97.1 energy_ha=-363.2471 lumo_ha=0.0163
N -0.472071 0.390264 -0.142276 0.9717 -0.7839 0.1439 -0.821
C -1.004289 -0.869693 -0.673998 -0.4061 -0.0094 0.5637 -0.243
C 0.007653 -1.721769 -1.401233 -1.1209 -0.7127 -0.8158 -0.080
O -0.635794 -2.972494 -1.727694 0.2354 -0.0111 0.2123 -0.731
H 0.213658 0.099713 0.562424 -0.1409 0.3679 -0.0069 0.349
H 0.131765 0.758997 -0.873336 -0.1332 0.4402 -0.0016 0.348
H -1.389971 -1.496601 0.122973 -0.0326 0.1060 0.4567 0.193
H -1.883243 -0.648831 -1.264666 -0.0200 -0.0249 -0.5670 0.197
H 0.243546 -1.274063 -2.366805 0.5924 0.2637 0.1214 0.166
H 0.873728 -1.915208 -0.778877 0.3539 0.2618 0.0124 0.161
H -0.064214 -3.696670 -1.455129 -0.1041 0.0803 -0.0773 0.470
O -1.354273 2.389546 1.988085 0.2910 -0.0687 -0.0874 -0.959
H -0.828466 1.824859 1.393515 -0.4533 0.1187 0.0013 0.488
H -1.056301 3.279666 1.778689 -0.0042 -0.0016 0.0734 0.461
O 2.027082 2.042830 1.493337 0.3837 -0.1946 0.0546 -0.937
H 2.868110 2.247883 1.070682 -0.1051 0.1567 -0.2283 0.468
H 2.323080 1.561574 2.274314 -0.3075 0.0118 0.1447 0.470



17
Properties=species:S:1:pos:R:3:forces:R:3:nbo_charge:R:1 method="wB97M-V/def2-TZVPD" gap_ev="11.8 / 6.4" multiplicity=2 charge=+1 mol_weight_da=97.1 energy_ha=-362.8856 s_squared=0.755 lumo_ha="-0.1303 / -0.3292"
C 1.890911 0.322938 0.184175 0.8686 2.2938 0.4578 -0.505
N 1.396962 -0.772526 0.945159 -0.1669 -0.9945 -2.2957 -0.162
C 0.084418 -1.305100 0.636330 -0.2255 -0.4292 0.3104 0.006
O -0.996286 -0.498432 1.030071 1.1781 -0.0572 0.5033 -0.638
H 2.103422 0.051845 -0.864019 -0.4988 -0.3143 0.0785 0.300
H 2.851804 0.723068 0.531415 -0.0194 -0.6231 0.3605 0.273
H 1.258302 1.213371 0.242304 -0.4260 -0.3853 -0.3601 0.247
H 2.111219 -1.493841 1.062724 -0.1681 -0.0373 0.4829 0.426
H -0.065939 -1.380912 -0.467842 0.7866 0.2987 -0.3751 0.315
H 0.074976 -2.346545 0.962487 -0.6167 0.1864 0.6756 0.226
H -0.578702 0.306244 1.373367 -0.3847 -0.1297 0.4591 0.470
H -1.894088 -0.633531 -2.013178 -0.0278 0.0376 -0.0883 0.494
H -1.230700 0.531460 -1.270407 -0.0637 -0.3559 -0.2019 0.466
O -1.049314 -0.180090 -1.902837 0.2425 -0.0395 0.2308 -0.933
H -2.156534 1.980017 -0.984913 0.4597 -0.5512 0.0934 0.495
H -1.663874 1.452480 0.565388 -0.1547 -0.4071 -1.1682 0.473
O -2.136578 2.029555 -0.030223 -0.7834 1.5079 0.8371 -0.955



18
Properties=species:S:1:pos:R:3:forces:R:3:nbo_charge:R:1 method="wB97M-V/def2-TZVPD" gap_ev=10.3 charge=0 smiles="NCC=O.O.O.O" mol_weight_da=113.1 energy_ha=-438.4641 lumo_ha=0.0172
N -0.181678 0.237258 1.036196 -1.3068 0.1931 -1.1675 -0.856
C -0.029692 -0.810953 0.031624 1.0741 0.7058 -1.3087 -0.325
C 1.149177 -1.719198 0.280198 -0.1648 -1.1455 1.5374 0.407
O 1.472671 -1.937860 1.425368 0.5752 0.1326 -0.1204 -0.534
H -1.089741 0.181840 1.513556 1.0075 0.0140 -0.2093 0.371
H 0.576846 0.279347 1.667030 0.6566 -0.2636 0.9152 0.384
H 0.187868 -0.457218 -1.030091 -0.9680 0.0705 1.1341 0.192
H -0.912364 -1.432033 0.096425 -0.2274 -0.3586 -0.6544 0.221
H 1.661432 -2.302782 -0.520915 -0.4724 0.6582 -0.1421 0.148
O 1.708726 -1.838614 -3.239773 -2.7738 -1.0285 3.8485 -0.960
H 2.475611 -1.704796 -3.683214 2.9244 0.7754 -2.7156 0.478
H 0.888472 -1.740818 -3.692099 -0.1743 0.2621 -1.0994 0.484
O -0.052619 3.221445 0.326641 0.3588 1.6581 1.0995 -0.954
H -0.406471 3.236648 -0.536958 -0.6696 0.1126 -1.4450 0.462
H 0.128916 2.317850 0.491569 0.1455 -1.8123 0.3791 0.481
O -3.436206 2.009786 0.758540 -0.9059 2.5160 -2.9565 -0.920
H -3.618370 1.163606 1.001617 -0.9633 -3.7606 0.9874 0.453
H -2.877941 2.340409 1.402564 1.8841 1.2707 1.9175 0.468



18
Properties=species:S:1:pos:R:3:forces:R:3:nbo_charge:R:1 method="wB97M-V/def2-TZVPD" gap_ev="9.3 / 4.4" multiplicity=2 charge=+1 mol_weight_da=113.1 energy_ha=-438.1145 s_squared=0.765 lumo_ha="-0.1851 / -0.3637"
C 1.149589 1.077179 -2.017060 -0.2715 0.3796 -2.6588 0.456
N 0.632764 1.891870 -0.998260 0.4385 0.2786 1.3863 -0.207
C -0.724762 1.875503 -0.576919 -0.2024 0.4214 -0.3376 -0.511
O 2.284113 0.736847 -2.070307 0.8532 -0.1279 1.2197 -0.341
H 0.533704 1.007243 -2.902942 -1.0417 -0.5470 -0.0528 0.183
H 1.434632 2.407572 -0.567244 -1.0821 -0.1450 0.4520 0.465
H -1.089964 2.832930 -0.181329 0.2277 0.4990 -0.7324 0.321
H -0.875669 1.398425 0.389369 0.5273 -0.9422 0.6714 0.337
H -1.399969 1.382244 -1.292560 0.4212 0.3616 0.0665 0.278
H -2.116341 -1.554298 1.251932 -0.4717 0.2165 -0.2932 0.505
H -1.800710 -0.552603 0.160567 1.0951 0.3147 -0.7674 0.424
O -2.528264 -0.937673 0.603924 -0.5448 -0.7512 1.2029 -0.925
H 0.864728 -0.779635 -0.056513 -1.1653 -0.8678 0.4982 0.423
H 2.177310 -0.687582 0.230318 1.3413 -0.4240 0.9520 0.463
O 1.412029 -1.043196 0.699798 -0.1374 1.1816 -1.4601 -0.879
H -0.865642 -1.925802 3.304436 -0.3624 -0.2873 0.6656 0.480
H -2.034727 -2.947285 3.744582 0.1957 0.4568 0.3276 0.495
O -1.393587 -2.698528 3.075470 0.1792 -0.0173 -1.1402 -0.968



17
Properties=species:S:1:pos:R:3:forces:R:3:nbo_charge:R:1 method="wB97M-V/def2-TZVPD" gap_ev=6.5 charge=-1 mol_weight_da=115.2 energy_ha=-706.7030 lumo_ha=0.1289
C 1.351518 -0.017409 -0.498729 -2.3586 0.3832 -0.8862 -0.637
C 0.284596 -1.113983 -0.383308 -0.6857 -4.3906 1.2660 -0.542
S -1.527457 -1.022473 -0.788155 0.7539 0.7955 -0.8839 -0.705
H 0.946443 0.978881 -0.165405 0.4112 -1.0389 -0.4451 0.189
H 1.634451 0.048930 -1.546456 0.1913 0.2102 -0.1301 0.194
H 2.166509 -0.303230 0.104706 1.1583 -0.0339 0.5523 0.211
H 0.317123 -1.701229 0.651396 0.1279 1.8772 -1.1711 0.152
H 0.521076 -2.103863 -0.947523 0.5023 2.0054 0.1994 0.195
H 0.932032 0.497202 1.976822 -0.5533 0.6626 -0.4702 0.498
H 1.530011 2.073253 1.720181 -0.3550 -3.6500 1.0714 0.482
O 1.662497 1.107862 2.102078 0.8996 3.1190 0.0092 -0.977
H -1.420399 0.833737 -2.361370 0.5444 0.6682 0.4568 0.508
H -0.266917 1.929267 -2.250983 -0.8724 -0.5670 -0.0961 0.457
O -1.190885 1.786613 -2.535305 0.3420 -0.0813 -0.2328 -1.002
H -2.603103 -0.478591 1.140475 0.1459 0.6600 -2.7197 0.492
H -1.887592 -1.653446 1.817342 -0.7352 1.1012 -0.4349 0.473
O -2.449895 -0.861519 1.964234 0.4833 -1.7206 3.9149 -0.989



Relative energy (zero: lowest compared OMol25 entry of this formula, charge and spin)
In order: 63.3 17.1 46.9 58.6 63.7 44.5
Unit: kcal/mol
Strongest force on any atom
In order: 4.59 1.56 2.51 4.85 2.70 4.62
Unit: eV/A